[1]
Here is 14 unconnected molecules or ions with the total composition C57H138N14O9 from OMol25. Energies are from the ωB97M-V functional and the def2-TZVPD basis.

Element x y z (Å)
C1 -11.08 -20.34 10.50
C2 -9.83 -19.83 11.21
N1 -9.92 -19.88 12.67
C3 -8.59 -19.69 13.23
C4 -8.60 -19.82 14.76
C5 -10.92 -18.92 13.16
C6 -10.62 -17.44 12.92
H1 -11.00 -20.22 9.42
H2 -11.98 -19.80 10.81
H3 -11.26 -21.40 10.72
H4 -9.01 -20.44 10.81
H5 -9.61 -18.80 10.88
H6 -7.99 -20.53 12.87
H7 -8.09 -18.76 12.93
H8 -8.90 -18.88 15.24
H9 -9.30 -20.58 15.10
H10 -7.60 -20.04 15.13
H11 -11.01 -19.11 14.23
H12 -11.90 -19.17 12.77
H13 -10.93 -16.85 13.79
H14 -11.10 -17.02 12.04
H15 -9.55 -17.20 12.85
C7 1.40 -21.12 8.80
C8 0.17 -21.59 8.02
N2 -0.08 -23.03 8.16
C9 -1.39 -23.34 7.65
C10 -1.93 -24.72 8.08
C11 0.97 -23.91 7.65
C12 1.09 -23.98 6.12
H16 1.65 -20.10 8.53
H17 2.27 -21.72 8.55
H18 1.19 -21.17 9.87
H19 -0.74 -21.09 8.37
H20 0.30 -21.31 6.96
H21 -2.11 -22.59 7.99
H22 -1.56 -23.32 6.55
H23 -2.87 -24.94 7.57
H24 -1.25 -25.55 7.90
H25 -2.14 -24.61 9.15
H26 0.80 -24.90 8.06
H27 1.93 -23.62 8.07
H28 2.05 -24.42 5.84
H29 1.03 -23.01 5.62
H30 0.27 -24.56 5.68
C13 -1.32 -18.13 2.83
C14 -2.03 -19.34 2.20
N3 -3.40 -19.10 1.77
C15 -4.38 -19.07 2.83
C16 -4.63 -20.45 3.44
C17 -3.52 -17.99 0.85
C18 -2.71 -18.18 -0.43
H31 -1.12 -17.36 2.09
H32 -0.34 -18.47 3.19
H33 -1.85 -17.69 3.67
H34 -1.44 -19.67 1.35
H35 -2.00 -20.16 2.93
H36 -4.14 -18.36 3.65
H37 -5.32 -18.73 2.40
H38 -3.69 -20.96 3.65
H39 -5.20 -20.46 4.37
H40 -5.13 -21.07 2.70
H41 -3.31 -17.01 1.32
H42 -4.57 -17.91 0.55
H43 -2.88 -19.19 -0.78
H44 -1.65 -17.97 -0.29
H45 -3.04 -17.47 -1.19
C19 -11.36 -19.21 4.94
C20 -10.11 -20.07 5.03
N4 -9.80 -20.75 3.78
C21 -9.59 -19.87 2.64
C22 -8.42 -18.90 2.79
C23 -8.83 -21.82 3.91
C24 -9.21 -22.94 2.94
H46 -12.17 -19.75 4.45
H47 -11.15 -18.25 4.47
H48 -11.76 -19.01 5.94
H49 -9.24 -19.50 5.42
H50 -10.29 -20.82 5.81
H51 -10.51 -19.32 2.45
H52 -9.41 -20.51 1.77
H53 -8.33 -18.28 1.89
H54 -7.49 -19.46 2.92
H55 -8.58 -18.22 3.63
H56 -7.80 -21.47 3.76
H57 -8.82 -22.20 4.94
H58 -10.13 -23.39 3.33
H59 -9.46 -22.58 1.95
H60 -8.48 -23.75 2.87
C25 -2.11 -25.22 12.44
C26 -1.30 -24.07 12.99
N5 -1.95 -22.76 12.88
C27 -2.03 -22.35 11.49
C28 -2.84 -21.08 11.25
C29 -1.24 -21.79 13.74
C30 0.19 -21.42 13.33
H61 -1.85 -25.38 11.39
H62 -3.18 -25.08 12.51
H63 -1.85 -26.16 12.93
H64 -1.15 -24.26 14.06
H65 -0.30 -24.06 12.53
H66 -1.03 -22.19 11.04
H67 -2.47 -23.15 10.88
H68 -2.54 -20.25 11.88
H69 -2.74 -20.86 10.18
H70 -3.92 -21.20 11.38
H71 -1.27 -22.23 14.74
H72 -1.81 -20.86 13.75
H73 0.84 -22.30 13.29
H74 0.60 -20.71 14.05
H75 0.22 -20.96 12.34
C31 -6.72 -27.02 10.02
O1 -7.31 -26.50 9.09
N6 -5.70 -26.50 10.73
C32 -4.99 -27.30 11.73
C33 -5.21 -25.15 10.52
H76 -6.98 -28.03 10.41
H77 -5.47 -27.20 12.71
H78 -4.01 -26.84 11.77
H79 -4.98 -28.34 11.42
H80 -4.15 -25.07 10.25
H81 -5.72 -24.71 9.66
H82 -5.34 -24.58 11.44
C34 -10.10 -23.39 13.23
O2 -10.64 -23.91 14.19
N7 -9.27 -24.03 12.37
C35 -8.61 -23.36 11.28
C36 -9.05 -25.46 12.53
H83 -10.26 -22.32 12.99
H84 -9.15 -22.55 10.81
H85 -8.30 -24.11 10.56
H86 -7.64 -22.93 11.59
H87 -9.54 -26.02 11.72
H88 -7.98 -25.65 12.44
H89 -9.43 -25.80 13.48
C37 -5.09 -24.48 3.36
O3 -5.91 -23.60 3.57
N8 -5.29 -25.79 3.58
C38 -6.60 -26.31 3.93
C39 -4.31 -26.78 3.14
H90 -4.07 -24.25 3.01
H91 -6.49 -27.11 4.67
H92 -7.14 -26.67 3.05
H93 -7.20 -25.49 4.33
H94 -3.54 -26.27 2.55
H95 -3.81 -27.24 4.00
H96 -4.80 -27.55 2.55
C40 -4.42 -23.81 15.09
O4 -4.38 -24.71 15.92
N9 -5.56 -23.27 14.61
C41 -5.51 -22.15 13.68
C42 -6.88 -23.66 15.09
H97 -3.56 -23.30 14.63
H98 -6.04 -22.41 12.76
H99 -4.47 -21.94 13.44
H100 -5.95 -21.25 14.13
H101 -6.82 -24.65 15.54
H102 -7.27 -22.93 15.80
H103 -7.55 -23.62 14.23
C43 -2.72 -18.80 6.92
O5 -3.53 -19.47 7.54
N10 -2.65 -17.45 6.94
C44 -1.52 -16.75 6.37
C45 -3.65 -16.64 7.62
H104 -1.96 -19.20 6.23
H105 -1.86 -15.85 5.86
H106 -0.97 -17.37 5.67
H107 -0.84 -16.43 7.17
H108 -3.23 -16.26 8.56
H109 -3.93 -15.82 6.97
H110 -4.54 -17.21 7.89
C46 -3.96 -18.19 13.27
O6 -4.86 -18.78 13.84
N11 -3.99 -17.87 11.95
C47 -2.82 -17.35 11.28
C48 -5.17 -18.13 11.15
H111 -3.02 -17.92 13.77
H112 -2.81 -17.73 10.26
H113 -1.92 -17.65 11.82
H114 -2.88 -16.26 11.21
H115 -5.39 -17.25 10.54
H116 -4.96 -18.96 10.45
H117 -6.02 -18.43 11.74
C49 -5.66 -21.82 9.07
O7 -6.14 -21.40 10.10
N12 -6.30 -22.02 7.91
C50 -5.64 -22.39 6.67
C51 -7.76 -22.11 7.85
H118 -4.58 -22.06 9.02
H119 -4.67 -21.89 6.61
H120 -6.22 -21.99 5.84
H121 -5.58 -23.47 6.54
H122 -8.08 -23.16 7.80
H123 -8.26 -21.62 8.68
H124 -8.06 -21.59 6.94
C52 -10.90 -23.59 6.81
O8 -11.35 -22.66 7.45
N13 -10.34 -24.70 7.34
C53 -9.59 -25.62 6.52
C54 -10.31 -24.90 8.77
H125 -10.91 -23.61 5.70
H126 -9.56 -25.28 5.49
H127 -10.03 -26.62 6.55
H128 -8.56 -25.74 6.87
H129 -9.26 -25.01 9.04
H130 -10.84 -24.16 9.36
H131 -10.79 -25.86 9.02
C55 -7.30 -18.59 8.16
O9 -7.94 -18.24 9.13
N14 -7.05 -17.81 7.08
C56 -6.40 -18.38 5.93
C57 -7.48 -16.43 7.02
H132 -6.87 -19.58 7.99
H133 -5.62 -17.71 5.55
H134 -7.10 -18.57 5.11
H135 -5.94 -19.34 6.16
H136 -8.35 -16.33 6.37
H137 -7.79 -16.05 7.99
H138 -6.68 -15.80 6.62

Results
lowest unoccupied orbital energy	0.1	eV
ΔE to the lowest compared entry with this formula, charge and spin	0.00	kcal/mol
gap between HOMO and LUMO	0.285	hartree
2S+1	1

[2]
Here is 19 unconnected molecules or ions with the total composition C57H152O19 from OMol25. Energies are from the ωB97M-V functional and the def2-TZVPD basis.

Element x y z (Å)
C1 13.27 19.94 17.85
C2 11.94 20.44 18.36
C3 10.86 20.75 17.30
O1 11.41 19.44 19.24
H1 13.65 20.64 17.16
H2 13.22 18.99 17.31
H3 13.94 19.70 18.68
H4 12.16 21.35 18.94
H5 10.50 19.88 16.77
H6 11.32 21.39 16.54
H7 10.02 21.26 17.69
H8 11.95 19.37 20.04
C4 15.38 9.16 13.29
C5 14.78 10.42 12.78
C6 14.75 11.52 13.83
O2 15.42 10.80 11.61
H9 15.25 8.19 12.80
H10 15.11 8.95 14.32
H11 16.49 9.41 13.37
H12 13.72 10.11 12.50
H13 15.77 11.79 14.06
H14 14.21 11.42 14.78
H15 14.33 12.44 13.42
H16 14.85 11.51 11.21
C7 15.94 20.19 21.67
C8 14.84 19.21 21.98
C9 14.91 18.61 23.41
O3 13.56 19.79 21.65
H17 15.92 21.13 22.21
H18 15.79 20.39 20.60
H19 16.94 19.77 21.69
H20 14.99 18.46 21.20
H21 14.82 19.48 24.08
H22 15.90 18.19 23.50
H23 14.11 17.88 23.50
H24 13.49 20.55 22.24
C10 13.00 17.16 12.97
C11 13.51 18.61 13.18
C12 12.27 19.50 13.38
O4 14.38 18.65 14.29
H25 12.37 16.82 13.82
H26 13.88 16.47 12.92
H27 12.50 17.18 12.02
H28 13.97 19.00 12.27
H29 12.55 20.52 13.63
H30 11.63 19.12 14.18
H31 11.62 19.53 12.50
H32 14.81 19.54 14.25
C13 8.82 17.24 17.88
C14 9.64 16.40 18.87
C15 9.51 14.93 18.58
O5 11.05 16.66 18.91
H33 9.33 18.17 17.86
H34 7.83 17.28 18.23
H35 8.71 16.82 16.90
H36 9.29 16.67 19.90
H37 9.59 14.61 17.52
H38 8.53 14.61 18.90
H39 10.21 14.35 19.23
H40 11.21 17.61 18.93
C16 18.76 16.81 12.45
C17 17.41 17.54 12.41
C18 16.37 16.74 11.61
O6 17.04 17.65 13.81
H41 19.33 16.74 11.49
H42 18.55 15.84 12.86
H43 19.41 17.41 13.14
H44 17.52 18.62 12.10
H45 16.65 16.49 10.51
H46 15.39 17.24 11.55
H47 16.30 15.78 12.10
H48 16.22 18.21 13.88
C19 15.63 11.31 18.09
C20 14.36 10.48 18.35
C21 13.24 10.68 17.31
O7 14.73 9.13 18.38
H49 15.47 12.40 17.91
H50 16.16 10.97 17.16
H51 16.32 11.18 18.87
H52 13.95 10.89 19.28
H53 12.32 10.14 17.57
H54 13.55 10.34 16.30
H55 12.91 11.67 17.31
H56 15.59 9.00 18.73
C22 19.72 11.81 23.20
C23 19.13 12.85 22.24
C24 18.06 13.78 22.81
O8 20.17 13.60 21.75
H57 20.22 12.29 24.01
H58 20.37 11.18 22.60
H59 18.92 11.18 23.62
H60 18.75 12.15 21.45
H61 17.18 13.24 23.12
H62 17.84 14.60 22.10
H63 18.51 14.35 23.62
H64 19.79 14.21 21.11
C25 22.23 16.12 15.56
C26 21.82 14.86 14.67
C27 22.96 14.43 13.68
O9 21.69 13.76 15.52
H65 23.25 16.10 15.94
H66 21.49 16.23 16.37
H67 22.22 17.08 15.01
H68 20.93 15.18 14.11
H69 22.65 13.62 13.07
H70 23.89 14.09 14.19
H71 23.10 15.25 12.97
H72 20.84 13.80 15.99
C28 14.86 16.49 16.91
C29 15.99 15.47 16.69
C30 15.61 14.53 15.59
O10 17.20 16.13 16.31
H73 14.73 17.14 16.02
H74 15.14 17.21 17.69
H75 13.95 15.97 17.22
H76 16.14 14.93 17.59
H77 14.81 13.88 15.84
H78 16.42 13.86 15.24
H79 15.30 15.19 14.78
H80 17.16 16.47 15.42
C31 18.05 23.03 18.62
C32 17.26 24.30 18.98
C33 16.93 24.36 20.46
O11 17.97 25.45 18.57
H81 18.97 22.94 19.20
H82 18.19 22.99 17.54
H83 17.40 22.18 18.96
H84 16.34 24.37 18.41
H85 16.18 25.10 20.61
H86 17.81 24.64 21.06
H87 16.47 23.40 20.63
H88 18.63 25.70 19.26
C34 17.57 17.05 19.57
C35 19.06 16.85 19.35
C36 19.86 17.89 20.11
O12 19.38 15.53 19.76
H89 17.30 16.82 20.61
H90 16.90 16.62 18.79
H91 17.43 18.16 19.51
H92 19.27 16.84 18.26
H93 19.41 18.00 21.10
H94 19.84 18.89 19.70
H95 20.88 17.55 20.19
H96 19.74 15.01 19.01
C37 19.99 19.47 16.61
C38 18.63 19.47 15.93
C39 17.43 19.57 16.84
O13 18.51 20.68 15.13
H97 20.77 19.26 15.84
H98 20.01 18.59 17.26
H99 20.30 20.30 17.22
H100 18.53 18.60 15.31
H101 17.37 20.43 17.54
H102 17.19 18.63 17.43
H103 16.55 19.59 16.17
H104 18.90 20.56 14.24
C40 14.64 22.73 12.83
C41 15.36 22.57 14.13
C42 14.45 22.91 15.32
O14 15.73 21.19 14.26
H105 15.25 22.41 11.99
H106 14.30 23.79 12.73
H107 13.72 22.14 12.87
H108 16.24 23.22 14.20
H109 15.08 22.77 16.22
H110 13.58 22.22 15.39
H111 14.11 23.96 15.27
H112 16.56 21.04 14.73
C43 20.21 13.50 10.78
C44 20.12 12.32 11.82
C45 19.32 11.13 11.42
O15 21.46 11.99 12.17
H113 20.63 13.20 9.85
H114 20.87 14.29 11.13
H115 19.26 13.90 10.43
H116 19.68 12.82 12.71
H117 18.31 11.40 11.17
H118 19.29 10.45 12.29
H119 19.68 10.60 10.55
H120 21.54 11.02 12.16
C46 13.34 14.99 10.26
C47 13.69 13.76 9.50
C48 15.13 13.88 9.18
O16 13.51 12.67 10.40
H121 14.08 15.21 11.06
H122 12.39 14.80 10.76
H123 13.17 15.95 9.69
H124 13.06 13.65 8.63
H125 15.75 13.95 10.03
H126 15.28 14.74 8.51
H127 15.51 13.03 8.62
H128 12.60 12.39 10.60
C49 18.72 12.14 15.93
C50 18.75 12.86 17.34
C51 19.57 12.16 18.37
O17 19.34 14.20 17.14
H129 18.11 12.70 15.20
H130 18.23 11.16 16.06
H131 19.73 12.05 15.43
H132 17.73 12.97 17.81
H133 19.15 11.15 18.45
H134 19.48 12.59 19.34
H135 20.62 12.09 18.10
H136 18.71 14.88 16.83
C52 10.96 11.20 13.23
C53 10.26 12.52 13.54
C54 11.23 13.61 14.01
O18 9.69 12.97 12.33
H137 11.84 11.38 12.62
H138 10.29 10.59 12.66
H139 11.29 10.60 14.10
H140 9.57 12.40 14.40
H141 10.65 14.55 14.02
H142 12.03 13.69 13.23
H143 11.72 13.44 14.98
H144 8.97 13.59 12.54
C55 14.38 13.66 20.89
C56 13.36 14.72 20.47
C57 13.83 16.09 20.84
O19 13.14 14.66 19.06
H145 13.91 12.66 20.70
H146 14.53 13.63 21.98
H147 15.35 13.74 20.36
H148 12.38 14.46 20.97
H149 14.82 16.20 20.35
H150 14.03 16.07 21.92
H151 13.16 16.90 20.55
H152 12.63 15.42 18.75

Results
lowest unoccupied orbital energy	0.4	eV
ΔE to the lowest compared entry with this formula, charge and spin	64.85	kcal/mol
gap between HOMO and LUMO	0.354	hartree
2S+1	1